[1]
Formula: C20H42LiN5O4PS2
Source: the OMol25 dataset
Level of theory: ωB97M-V/def2-TZVPD

Structure (XYZ):
```
75
Properties=species:S:1:pos:R:3:mulliken_charge:R:1
H 1.71 -0.30 3.55 0.191
C -2.56 0.46 -1.56 -1.137
H -2.34 -2.28 2.80 0.330
C 1.02 1.66 3.08 -0.636
H -1.85 0.72 2.68 0.283
C -3.56 -0.20 -0.61 -0.471
C 1.76 1.72 1.74 -0.294
C 1.60 -3.73 -1.20 -0.594
H -1.80 -0.33 4.10 0.467
C 7.09 2.40 1.34 -1.520
H 3.23 -4.24 0.19 0.110
H 0.08 2.21 3.00 0.286
H 3.72 -1.26 2.57 -0.296
H 0.42 0.27 4.62 0.383
C -2.42 -1.31 2.29 -0.980
H 4.54 3.22 -0.86 0.262
H 0.06 -1.50 2.81 0.194
O 1.78 -3.30 2.36 -0.775
H -2.66 -2.10 -0.95 0.396
H 6.94 -2.32 -0.05 0.380
S 3.27 0.79 -1.67 -0.588
H 7.72 3.29 1.20 0.450
H 2.38 -3.42 -1.90 0.289
H -4.50 -0.34 -1.15 0.405
C 0.12 2.50 0.11 -1.189
H 0.60 2.94 -0.78 0.382
H -2.35 -0.24 -2.37 0.415
N 0.85 -2.27 0.54 -0.019
N -2.02 -1.42 0.89 0.093
H 4.79 -2.86 1.09 0.083
N -0.17 -0.51 2.73 0.309
N -1.30 0.81 -0.93 -0.015
H -1.89 1.98 0.68 0.165
H 7.12 -2.50 1.71 0.522
H -1.34 -2.17 0.79 0.164
H 7.12 -0.89 0.95 0.092
H 0.95 -4.44 -1.71 0.275
C -1.57 -0.28 3.03 -0.806
H 0.08 3.29 0.86 0.450
H -0.56 0.79 -1.62 0.192
C 6.17 2.23 0.15 0.363
C 4.80 -1.22 2.45 -0.620
C 5.18 -1.84 1.11 0.952
H -3.77 0.46 0.24 0.271
H 5.14 -0.18 2.50 0.104
C 1.59 -3.22 1.15 0.088
H 5.83 4.31 -0.29 0.437
H 1.79 -5.23 0.40 0.321
C -3.07 -1.56 -0.10 -1.057
P 4.91 0.08 -0.84 0.452
H 7.74 1.53 1.44 0.306
H -3.92 -2.14 0.29 0.416
Li -0.12 -0.43 0.48 1.309
C 6.69 -1.89 0.91 -1.594
C 5.24 3.42 -0.05 -1.245
H 4.68 3.61 0.87 0.198
N 0.90 1.38 0.61 1.037
O 4.46 -1.18 0.06 -0.210
H -3.04 1.35 -2.01 0.397
C 0.79 -2.50 -0.80 0.147
S 6.45 -0.30 -2.02 -0.534
H -1.78 2.89 -0.83 0.521
O 0.13 -1.81 -1.57 -0.652
H 1.53 1.07 -0.15 -0.546
H 5.26 -1.79 3.26 0.538
H 2.19 2.73 1.60 0.281
O 5.40 1.05 0.39 -0.103
H -3.47 -1.01 2.34 0.498
C 0.76 0.24 3.57 -0.950
H 1.63 2.17 3.83 0.473
H 2.60 1.03 1.75 -0.365
C 2.14 -4.23 0.14 -0.498
H 6.51 2.52 2.25 0.289
C -1.31 2.09 -0.24 -0.618
H 6.76 2.08 -0.76 0.348
```

Calculated total energy in eV: -68235.038
Molar mass in g/mol: 518.64
Net charge: -1
Largest force on an atom in eV/Å: 0.40
Multiplicity: 1
ΔE to the lowest compared entry with this formula, charge and spin in kcal/mol: 0.0
Highest occupied orbital energy in eV: -4.3

=====

[2]
Formula: C20H43B3N6O6S
Source: the OMol25 dataset
Level of theory: ωB97M-V/def2-TZVPD

Structure (XYZ):
```
79
Properties=species:S:1:pos:R:3:mulliken_charge:R:1
H 2.56 0.11 1.33 0.084
C 4.28 0.61 -2.72 -0.589
O -9.94 -2.10 0.43 -0.554
H 7.07 1.23 -0.31 0.000
H 6.09 -0.52 -1.91 0.362
H -1.38 -0.98 -3.43 0.277
O 1.81 4.30 -0.79 -0.198
N -5.95 1.15 -1.04 -0.261
H -3.74 1.66 -2.30 0.270
N -8.36 1.33 -0.53 -0.705
N 1.53 5.81 1.21 -0.297
C 6.30 1.62 -1.13 -0.319
H -6.13 0.79 1.85 0.236
H 7.52 -0.67 1.28 0.278
C 2.54 -1.01 0.96 0.139
C -1.10 -0.01 -2.84 -0.723
O 0.53 -0.95 -0.92 -0.342
H -9.74 -4.10 0.08 0.305
C -8.00 -3.05 -0.61 -1.089
H 6.81 -2.00 3.29 0.418
H -9.73 -1.26 -0.01 0.345
H -11.32 -3.14 -1.60 0.319
H 9.24 -1.14 3.05 0.391
H 3.68 -1.36 0.94 -0.091
N 0.41 -1.88 2.34 -0.761
H 2.52 -2.41 4.18 0.269
H 6.90 1.55 2.94 0.306
B 2.88 -0.27 -2.53 0.487
C -7.09 0.96 -0.06 0.353
C 1.09 5.48 -0.23 -0.040
H -7.79 0.78 1.94 0.277
N 2.52 4.87 1.57 -0.160
H 9.52 0.43 2.27 0.354
C 2.69 -2.85 3.09 -0.799
H 8.79 0.37 3.87 0.347
C -3.65 0.53 -1.94 -0.550
H 5.31 3.74 -1.31 0.413
O 1.57 0.20 -3.06 -0.439
C 6.47 -0.97 3.14 -1.103
H -0.03 -1.21 1.67 0.267
H 6.99 1.99 -2.03 0.316
H -7.72 -2.09 -1.07 0.196
H 3.84 -2.76 2.88 0.184
C -2.11 0.14 -1.54 -0.133
O 6.96 1.13 2.07 -0.442
H -4.03 -0.19 -2.78 0.223
H -5.67 2.16 -1.02 0.312
H 4.05 1.76 -2.74 0.165
O 2.83 -1.56 -1.76 -0.299
H 6.14 3.32 0.39 0.354
H -1.12 0.93 -3.56 0.194
N -6.99 0.44 1.35 -0.498
H 6.35 -0.49 4.11 0.354
B 0.44 -0.26 -2.22 0.276
S 3.81 2.47 0.23 0.086
C 5.36 0.33 -1.52 0.120
H 4.85 -0.12 -0.56 -0.380
B 1.97 -1.19 -0.58 0.549
H 4.77 0.32 -3.74 0.297
C 1.76 -1.89 2.10 0.317
H -7.48 -3.10 0.35 0.301
H -9.93 -3.88 -2.42 0.359
C 5.48 2.90 -0.50 -0.707
H 2.32 -3.96 3.12 0.287
H -7.62 -3.86 -1.25 0.412
H -4.27 0.69 0.35 0.245
H -4.94 -0.81 -0.58 0.249
H -2.14 -0.91 -0.97 0.169
H 5.48 -0.99 2.67 0.057
H -1.72 1.00 -0.83 0.170
C -10.23 -3.07 -1.75 -1.238
H -9.07 1.20 0.22 0.231
C 7.45 -0.20 2.27 0.645
C 2.69 3.96 0.37 0.169
C 8.83 -0.14 2.90 -1.520
H -10.04 -2.12 -2.25 0.322
H 0.25 6.06 -0.83 0.319
C -9.50 -3.16 -0.42 0.309
C -4.72 0.34 -0.67 -0.449
```

Calculated total energy in eV: -55522.985
Molar mass in g/mol: 528.10
Largest force on an atom in eV/Å: 7.16
Multiplicity: 1
Highest occupied orbital energy in eV: -9.2

=====

[3]
Formula: C20H43Cl5IrO2P2
Source: the OMol25 dataset
Level of theory: ωB97M-V/def2-TZVPD

Structure (XYZ):
```
73
Properties=species:S:1:pos:R:3:lowdin_spin:R:1
Ir 0.27 0.04 0.61 2.188
H 1.66 3.47 3.65 0.000
C 2.96 1.66 1.83 0.020
H -1.17 3.32 3.50 0.000
H -0.24 -0.41 -0.92 0.241
H 4.41 1.77 0.17 0.000
C 4.07 1.08 0.95 0.001
Cl -1.64 1.34 0.06 0.278
H 2.03 1.14 3.77 0.001
H 2.03 2.30 -2.67 0.000
C 2.36 4.08 -0.39 0.011
H -1.01 0.81 -2.88 0.007
C -1.30 -0.09 -3.42 0.023
H -3.54 -1.52 -4.33 0.002
H -3.99 -3.54 -0.78 0.002
H -4.75 -2.07 -1.47 0.001
H -3.52 -0.61 0.05 0.004
C -2.95 -1.99 -3.53 0.008
H -0.20 3.70 1.19 0.001
H -1.57 2.09 2.29 0.003
H -3.32 -1.26 2.17 0.000
H -3.63 -2.66 -2.99 0.001
H 3.24 2.68 2.13 0.004
Cl 2.04 -1.32 0.06 0.297
H 0.08 -3.35 0.54 0.001
H -0.18 -4.94 -0.21 0.001
H 0.59 2.99 -0.97 0.001
C -2.35 -0.90 -2.65 0.016
H -1.96 -3.86 -1.70 0.008
P 1.34 1.92 0.97 0.154
H 3.77 0.84 3.64 0.000
C 2.30 1.90 -1.69 0.018
C -4.34 -2.52 -0.56 0.022
Cl 1.97 -3.13 3.47 0.007
C 0.07 -1.16 3.43 0.025
H -1.91 -2.22 1.74 0.001
Cl -0.88 -3.69 3.89 0.001
C -0.76 2.52 2.88 0.010
H 3.39 1.94 -1.60 0.001
C 1.21 4.03 2.82 0.006
H -2.17 -2.60 -4.00 0.000
C 0.44 -2.52 4.18 0.006
H 3.31 3.92 0.15 0.001
C -2.97 -2.07 1.52 0.003
C -3.22 -1.67 0.05 0.060
H -3.52 -2.98 1.78 0.000
H -5.16 -2.60 0.17 0.007
H -3.14 -0.21 -2.33 0.003
C 1.61 2.78 -0.63 0.038
H 2.61 4.53 -1.35 0.003
H -0.28 -2.99 -3.31 0.000
C 0.32 3.12 1.98 0.022
H 1.76 4.80 0.18 0.000
H -1.50 -4.17 0.68 0.000
C -0.65 -3.97 0.01 0.005
P -1.70 -1.58 -1.05 0.269
H 0.41 -4.35 -2.42 0.001
C -1.09 -3.31 -1.30 0.018
H 2.00 4.53 2.24 0.000
H 1.98 0.86 -1.64 0.014
O -0.07 -1.32 2.14 0.137
C 2.82 0.81 3.09 0.006
H 3.73 0.15 0.48 0.002
Cl 0.64 -2.22 5.89 0.004
H 0.57 4.81 3.24 0.001
C 0.04 -3.32 -2.33 0.003
H 4.92 0.84 1.59 0.000
H 2.63 -0.24 2.83 0.001
O -0.03 -0.14 4.10 0.017
H -0.36 1.73 3.53 0.002
H -1.71 0.21 -4.39 0.001
H -0.39 -0.68 -3.61 0.004
H 0.87 -2.69 -1.98 0.004
```

Calculated total energy in eV: -109561.205
Molar mass in g/mol: 746.99
Net charge: -1
Largest force on an atom in eV/Å: 3.04
Multiplicity: 5
ΔE to the lowest compared entry with this formula, charge and spin in kcal/mol: 0.0
Highest occupied orbital energy (alpha / beta) in eV: -1.1 / -4.4

=====

[4]
Formula: C20H43DyN2P3Se
Source: the OMol25 dataset
Level of theory: ωB97M-V/def2-TZVPD

Structure (XYZ):
```
70
Properties=species:S:1:pos:R:3:lowdin_spin:R:1
H 0.33 -5.72 -0.02 0.000
C -3.66 -0.48 -1.50 -0.001
H 2.50 -2.52 2.26 0.000
C 1.55 0.01 3.69 -0.001
C 1.73 3.06 -3.77 -0.001
H 1.08 2.80 2.85 0.000
P -0.77 1.96 1.50 -0.004
C 2.30 3.94 -4.70 0.000
H 0.65 0.61 -2.61 -0.002
H -2.02 -3.18 -0.85 0.000
N 0.94 -2.10 -0.69 -0.018
C -3.84 -0.64 1.27 -0.002
H 3.73 -5.29 -1.08 0.000
H 1.25 3.29 1.15 0.000
C 1.11 -5.58 -0.78 0.000
C 0.35 2.84 -3.75 -0.006
C -0.89 -1.51 3.46 -0.001
H -3.85 0.60 -1.49 0.000
Se -0.54 1.62 -2.44 -0.017
H 1.71 -2.74 3.84 0.000
C -1.69 1.85 3.07 0.000
C 1.48 4.61 -5.63 0.000
H -2.56 1.18 2.97 0.000
H -2.64 -3.22 0.82 0.000
P 0.60 -1.01 2.49 -0.011
H -1.44 -2.26 2.88 0.000
H -0.53 4.85 -6.35 0.000
H 2.59 0.92 -1.78 0.000
P -2.59 -0.94 -0.05 -0.012
N 1.92 -4.37 -0.53 0.001
H 3.58 -4.98 0.68 0.000
C -2.78 -2.77 -0.17 -0.001
H 1.75 -0.56 4.61 0.000
C 1.40 -3.19 -0.61 0.001
C 0.10 4.35 -5.62 0.000
H 1.94 2.40 -0.95 0.000
H 1.92 5.31 -6.35 0.000
C 1.53 -2.57 2.77 -0.002
H 1.03 0.94 3.95 0.000
H 1.78 -6.45 -0.80 0.000
H -4.78 -1.11 0.96 0.000
H 2.70 1.18 1.31 0.001
H 0.96 -3.43 2.38 0.000
H -3.14 -0.73 -2.44 0.000
C 2.26 1.36 -0.84 -0.011
H -1.55 -0.66 3.66 0.000
H -4.00 0.44 1.42 0.000
H 0.59 -5.51 -1.74 0.000
H 3.92 -3.64 -0.43 0.000
C 3.38 -4.58 -0.32 0.000
H -3.80 -3.00 -0.55 0.000
H -1.97 3.99 1.16 0.000
H -2.91 2.59 0.52 0.000
H -1.54 3.32 -4.68 0.000
H 2.51 0.26 3.23 0.000
C 0.53 3.16 1.97 0.002
H -4.60 -1.05 -1.41 0.000
H -3.50 -1.07 2.22 0.000
Dy 0.19 0.01 -0.37 5.086
H -1.56 3.26 -0.43 0.000
H -2.05 2.85 3.32 0.000
C -1.92 3.05 0.59 0.000
H 2.99 -0.30 0.30 0.000
C 2.54 0.71 0.34 0.000
H 2.39 2.56 -3.06 0.000
H -1.07 1.48 3.89 0.000
C -0.46 3.48 -4.68 -0.001
H -0.59 -1.96 4.42 0.000
H 3.37 4.13 -4.71 0.000
H 0.06 4.12 2.21 0.000
```

Calculated total energy in eV: -141688.038
Molar mass in g/mol: 645.96
Net charge: +3
Largest force on an atom in eV/Å: 3.04
Multiplicity: 6
ΔE to the lowest compared entry with this formula, charge and spin in kcal/mol: 0.0
Highest occupied orbital energy (alpha / beta) in eV: -16.9 / -16.9

=====

[5]
Formula: C20H43N2OP3Sm
Source: the OMol25 dataset
Level of theory: ωB97M-V/def2-TZVPD

Structure (XYZ):
```
70
Properties=species:S:1:pos:R:3:lowdin_spin:R:1
H 2.24 -3.53 3.01 0.000
C 2.86 -3.76 0.34 -0.003
H 1.66 2.68 -0.58 0.000
C -2.54 -1.97 -1.24 -0.002
H -1.69 2.14 0.90 0.000
H 0.02 -1.33 -4.01 0.000
H 3.83 -3.40 0.69 0.000
C 1.49 2.37 0.47 -0.003
H -2.78 0.81 0.50 0.000
H 5.61 -1.87 -3.29 0.000
C -4.31 3.68 -0.80 0.000
C -2.12 1.20 1.28 -0.002
H -1.14 -1.99 3.05 0.000
H -2.69 1.40 2.19 -0.001
H -2.59 1.04 -2.00 0.000
H -0.14 -2.84 -3.06 0.000
H 6.21 -1.66 0.77 0.000
H 2.86 -1.87 2.75 0.000
C -5.01 4.57 -1.63 0.000
H -0.64 -3.62 1.58 0.000
H -1.15 1.15 3.82 -0.001
C -0.24 0.85 3.27 -0.003
H -1.54 -2.21 -3.99 -0.001
C -0.67 -1.93 -3.39 -0.003
H -3.36 5.67 1.73 0.000
H -4.10 2.25 -2.14 0.000
H 1.17 -2.11 3.27 0.000
P 1.51 -2.63 0.87 -0.013
H 2.87 -3.82 -0.76 0.000
C 4.30 -0.98 -1.13 0.000
H -1.39 1.04 -3.32 0.000
P -0.79 0.03 1.73 -0.018
H -0.16 -4.13 -0.07 0.000
C 5.90 -2.30 -2.32 0.000
N 3.15 -0.70 -1.09 -0.011
H 0.70 2.95 0.94 0.000
H 3.36 1.30 0.69 0.000
H 0.36 0.16 3.88 0.000
H -4.35 7.40 0.21 0.000
C -4.40 6.33 -0.05 0.000
H -5.52 4.24 -2.53 0.000
H 2.40 1.42 2.24 0.000
C 0.20 -3.93 0.95 -0.001
Sm 1.06 0.00 -0.44 5.091
H -3.18 -2.34 -2.05 0.000
C 1.98 -2.52 2.66 -0.001
H -2.12 -2.83 -0.70 0.000
C -1.78 -1.31 2.47 -0.003
H -3.58 3.25 1.17 0.000
H 0.36 1.73 3.05 0.000
P -1.19 -0.94 -1.93 -0.015
H -2.51 -0.84 3.14 -0.001
C -2.10 0.41 -2.75 -0.002
C 2.40 1.59 1.15 -0.006
C 6.53 -1.15 -0.15 0.000
O -3.89 2.43 -1.21 0.000
H 0.66 -4.84 1.36 0.000
N 5.54 -1.37 -1.24 -0.002
C -3.84 5.38 0.80 0.000
H -5.52 6.66 -1.85 0.000
H 7.49 -1.54 -0.49 0.000
H 5.36 -3.25 -2.21 0.000
C -5.03 5.91 -1.23 0.000
H -2.84 0.01 -3.45 -0.001
H 2.67 -4.76 0.75 0.000
H -2.31 -1.88 1.69 0.000
C -3.91 4.03 0.48 0.000
H 6.60 -0.08 0.08 0.000
H -3.16 -1.39 -0.54 0.000
H 6.98 -2.48 -2.28 0.000
```

Calculated total energy in eV: -72209.585
Molar mass in g/mol: 570.86
Net charge: +3
Largest force on an atom in eV/Å: 2.35
Multiplicity: 6
ΔE to the lowest compared entry with this formula, charge and spin in kcal/mol: 0.0
Highest occupied orbital energy (alpha / beta) in eV: -14.3 / -14.3

=====

[6]
Formula: C20H43N4O3
Source: the OMol25 dataset
Level of theory: ωB97M-V/def2-TZVPD

Structure (XYZ):
```
70
Properties=species:S:1:pos:R:3:mulliken_charge:R:1
H -4.27 -0.29 -5.30 0.323
C -3.00 0.40 1.58 -0.529
N -2.96 -2.44 -1.47 0.355
N -3.36 -0.26 -0.76 -0.190
H -0.05 -1.41 -1.89 -0.420
H 1.73 2.43 0.88 0.377
C 1.06 2.16 1.69 0.435
H 7.43 4.49 5.22 0.341
H -3.45 1.73 -0.12 0.399
C 6.88 2.72 4.05 -0.392
H 1.08 4.14 3.90 0.304
C -2.85 -1.49 -0.50 -0.286
H 5.08 4.74 4.58 0.261
H -5.88 -3.74 -1.84 0.336
H 2.26 -2.66 -1.09 0.391
H -4.04 0.16 1.84 0.323
O 0.37 3.32 2.15 -0.450
H -6.13 -2.34 -3.61 0.487
H -1.03 -0.40 1.56 0.178
C -4.22 -2.34 -4.52 -0.060
H 5.86 5.84 3.44 0.368
H 0.00 1.29 4.10 0.159
H -2.66 -2.69 1.02 0.357
C -4.94 -3.57 -2.38 -0.672
H -4.18 -3.65 -0.45 0.318
C 0.90 -1.60 -2.42 0.311
C 0.38 3.36 3.58 -0.462
O 5.95 2.58 2.97 -0.404
H 0.89 -3.62 -1.65 0.259
H -4.79 -4.44 -3.02 0.305
N -3.83 -3.57 -1.39 -0.461
C -5.09 -2.33 -3.26 -0.320
H 4.33 3.76 2.51 0.007
H 1.78 -2.69 -5.24 0.292
H 1.94 0.50 2.82 0.358
H 5.83 4.19 1.68 0.280
C 1.78 1.58 2.90 -0.180
H 1.33 2.01 5.01 0.348
C -2.89 0.83 0.12 -0.721
C 7.14 4.21 4.20 -0.558
H 2.62 -4.34 -3.21 0.356
H -5.75 -1.21 -5.56 0.324
H -2.40 -2.33 -2.30 0.204
C -4.66 -1.28 -5.53 -1.314
H 1.53 -0.71 -2.31 0.288
H -2.69 1.22 2.23 0.398
C 5.41 3.86 2.63 -0.093
H 7.93 4.53 3.53 0.268
H 6.42 2.30 4.96 0.258
H -4.96 -1.41 -2.69 0.023
H -3.16 -2.19 -4.27 0.032
H 7.77 2.15 3.82 0.261
H -4.34 -1.53 -6.54 0.370
N -2.28 -1.81 0.67 -0.045
C 0.85 1.98 4.04 -0.448
H 0.62 -3.77 -4.44 0.257
C 2.35 -3.28 -3.21 -0.589
H 3.25 -2.69 -3.33 0.272
H -1.84 1.02 -0.10 0.340
C -2.04 -0.78 1.70 -0.507
C 5.80 4.80 3.76 -0.595
C 1.61 -2.85 -1.94 -0.581
H -4.37 -0.38 -0.66 0.354
H 0.32 1.44 1.29 -0.662
C 1.32 -2.94 -4.28 -0.413
H 2.75 2.05 3.02 -0.093
O 0.60 -1.80 -3.80 -0.435
H -2.06 -1.26 2.68 0.404
H -0.62 3.62 3.93 0.294
H -4.34 -3.32 -4.98 0.301
```

Calculated total energy in eV: -33530.786
Molar mass in g/mol: 387.59
Net charge: +1
Largest force on an atom in eV/Å: 1.51
Multiplicity: 1
Highest occupied orbital energy in eV: -11.0